{"formula": "C41H38BrMnN10O3Si", "method": "wB97M-V/def2-TZVPD", "elements": ["Br", "Mn", "Si", "O", "O", "O", "N", "N", "N", "N", "N", "N", "N", "N", "N", "N", "C", "C", "C", "C", "C", "C", "C", "C", "C", "C", "C", "C", "C", "C", "C", "C", "C", "C", "C", "C", "C", "C", "C", "C", "C", "C", "C", "C", "C", "C", "C", "C", "C", "C", "C", "C", "C", "C", "C", "C", "C", "H", "H", "H", "H", "H", "H", "H", "H", "H", "H", "H", "H", "H", "H", "H", "H", "H", "H", "H", "H", "H", "H", "H", "H", "H", "H", "H", "H", "H", "H", "H", "H", "H", "H", "H", "H", "H", "H"], "xyz": [[-2.699435, -6.570280, -0.373085], [0.306009, 0.339623, 0.641099], [-2.967131, 1.250051, 0.953224], [-1.684515, 0.431926, 0.478498], [2.051254, -0.654612, 1.381236], [0.452114, 1.987713, 1.897398], [-0.767866, -2.719902, 1.534458], [-2.644811, -3.149996, 0.733362], [-3.679308, -3.183015, -0.193522], [-1.508200, -2.584619, 0.459722], [1.660981, 1.724766, -0.704299], [3.936669, -5.049470, -1.404992], [-2.732813, -3.675850, 1.930959], [0.795527, -1.271657, -0.881483], [3.643704, 2.667921, -0.713019], [3.202332, -5.996870, -1.745777], [2.304438, -3.112911, -1.307419], [1.363370, -5.818624, -0.117445], [1.809410, -6.032052, -1.423199], [2.407130, 1.216359, -1.748712], [-3.195257, 2.737477, -0.213085], [0.911862, -6.449055, -2.395039], [2.435897, 2.608186, -0.091716], [-3.227956, 2.204243, -1.653595], [-6.618878, -1.732357, 1.340152], [-3.965697, 2.858399, 4.693774], [3.636732, 1.785752, -1.769156], [-1.526709, -3.386756, 2.412561], [0.131532, -1.553384, -1.976823], [-4.484448, 0.081833, 0.981720], [-5.513913, -1.776835, 2.183340], [-1.938550, 3.607866, -0.060191], [0.939716, 3.937612, 3.107260], [-0.433272, -6.597372, -2.091579], [1.619142, -3.342739, -2.520562], [2.121671, 3.461053, 1.051336], [4.151289, -3.357774, 0.230795], [3.442879, -3.845104, -0.853214], [1.141815, 3.061493, 2.005353], [-1.947917, 1.598336, 4.987489], [1.635235, 5.115075, 3.239789], [2.580923, 5.504652, 2.285145], [-0.865226, -6.358605, -0.799372], [-4.426405, 3.612725, 0.033988], [-1.936588, 1.305147, 3.630005], [0.026489, -5.979530, 0.195940], [-5.611994, 0.109274, 0.159410], [2.804105, 4.671666, 1.207837], [0.532747, -2.576011, -2.847790], [-6.662999, -0.787984, 0.325283], [-3.951336, 2.549785, 3.340362], [1.861257, -2.023024, -0.533995], [-2.930674, 1.781489, 2.773518], [3.716986, -2.295554, 1.011377], [2.533675, -1.606388, 0.698873], [-4.467142, -0.885398, 1.996246], [-2.959050, 2.383083, 5.522868], [2.011094, 0.469947, -2.414678], [1.275311, -6.654317, -3.394357], [-1.026233, 3.030515, -0.219380], [-1.210550, -3.650146, 3.406343], [-1.124367, 0.717820, 3.223949], [-7.522132, -0.741083, -0.333650], [-1.959012, 4.424652, -0.792818], [-1.139427, -6.906005, -2.850164], [-5.458401, -2.510871, 2.977807], [4.278733, -1.982695, 1.881522], [-1.874610, 4.049266, 0.937837], [-3.247345, 3.041590, -2.362006], [-2.965976, 2.619676, 6.580388], [-4.105890, 1.584749, -1.849698], [-5.682364, 0.843311, -0.633677], [-0.327788, -5.805113, 1.203583], [1.439263, 5.756152, 4.092358], [-7.440572, -2.424842, 1.478855], [-4.526604, -2.966329, 0.329467], [-4.361795, 4.127106, 0.994007], [-3.498094, -2.392972, -0.808058], [5.055852, -3.891136, 0.503344], [-4.494699, 4.386023, -0.741421], [-0.742779, -0.944706, -2.182130], [-2.340377, 1.604043, -1.860610], [-4.768454, 2.902814, 2.720712], [3.505952, 4.987074, 0.441431], [4.425791, 3.201449, -0.381253], [1.963515, -4.116963, -3.193450], [-3.612315, -0.936128, 2.664946], [-4.766623, 3.463277, 5.102970], [-0.011846, -2.749359, -3.766466], [3.110158, 6.443915, 2.376262], [2.068430, -5.508465, 0.641262], [0.196493, 3.637513, 3.836261], [-1.157458, 1.220808, 5.625483], [-5.359213, 3.043185, 0.015550], [4.487319, 1.642211, -2.410534]], "forces_ev_per_a": [[0.0, -0.1, 0.0], [0.2, 0.5, 0.0], [0.2, -0.1, -0.1], [-0.1, -0.2, 0.1], [0.0, 0.0, 0.1], [0.0, -0.1, 0.1], [0.1, -0.1, 0.0], [0.1, 0.1, 0.1], [0.0, 0.0, 0.0], [-0.1, -0.1, -0.1], [0.1, -0.1, 0.0], [0.1, 0.1, 0.0], [-0.1, -0.1, 0.0], [-0.1, -0.2, -0.1], [0.0, 0.0, 0.0], [0.0, 0.0, -0.1], [0.0, -0.1, 0.0], [0.0, 0.0, -0.1], [-0.1, 0.0, 0.2], [0.0, 0.0, 0.0], [0.0, 0.1, 0.0], [0.0, -0.1, 0.0], [-0.1, 0.1, 0.0], [0.0, 0.0, 0.0], [0.0, 0.0, 0.0], [0.0, 0.0, 0.0], [0.0, 0.0, 0.0], [0.0, 0.1, 0.0], [0.0, 0.0, 0.0], [0.0, 0.1, 0.1], [0.0, 0.0, 0.0], [0.0, 0.0, 0.0], [0.0, 0.0, 0.0], [0.0, 0.0, 0.0], [0.0, 0.0, 0.0], [0.0, 0.0, 0.0], [0.1, 0.0, 0.0], [-0.1, 0.0, 0.0], [0.0, 0.0, -0.1], [0.0, 0.0, 0.0], [0.0, 0.0, 0.0], [0.0, 0.0, 0.0], [0.0, 0.0, 0.0], [0.0, 0.0, 0.0], [0.0, 0.0, 0.0], [-0.1, 0.0, 0.0], [0.1, 0.0, -0.1], [0.0, 0.0, 0.0], [0.0, 0.0, 0.0], [0.0, 0.0, 0.0], [0.0, 0.0, 0.0], [0.0, 0.1, 0.1], [0.0, 0.0, 0.0], [0.0, 0.0, 0.0], [-0.1, 0.0, -0.1], [0.0, 0.1, 0.0], [0.0, 0.0, 0.0], [0.0, 0.0, 0.0], [0.0, 0.0, 0.0], [0.0, 0.0, 0.0], [0.0, 0.0, 0.0], [0.0, 0.0, 0.0], [0.0, 0.0, 0.0], [0.0, 0.0, 0.0], [0.0, 0.0, 0.0], [0.0, 0.0, 0.0], [0.0, 0.0, 0.0], [0.0, 0.0, 0.0], [0.0, 0.0, 0.0], [0.0, 0.0, 0.0], [0.0, 0.0, 0.0], [0.0, 0.0, 0.0], [0.0, 0.0, 0.0], [0.0, 0.0, 0.0], [0.0, 0.0, 0.0], [0.0, 0.0, 0.0], [0.0, 0.0, 0.0], [0.0, 0.0, 0.0], [0.0, 0.0, 0.0], [0.0, 0.0, 0.0], [0.0, 0.0, 0.0], [0.0, 0.0, 0.0], [0.0, 0.0, 0.0], [0.0, 0.0, 0.0], [0.0, 0.0, 0.0], [0.0, 0.0, 0.0], [0.0, 0.0, 0.0], [0.0, 0.0, 0.0], [0.0, 0.0, 0.0], [0.0, 0.0, 0.0], [0.0, 0.0, 0.0], [0.0, 0.0, 0.0], [0.0, 0.0, 0.0], [0.0, 0.0, 0.0], [0.0, 0.0, 0.0]], "e_lumo_ev": [2.344, 2.308], "total_charge": -1, "homo_energy_ev": [-4.609, -4.658], "multiplicity": 6, "gap_ev": [6.95, 6.97]}

***

{"formula": "C6H9NO2", "method": "wB97M-V/def2-TZVPD", "elements": ["O", "O", "N", "C", "C", "C", "C", "C", "C", "H", "H", "H", "H", "H", "H", "H", "H", "H"], "xyz": [[4.559768, 1.362742, -0.109356], [0.902735, -0.096720, -1.196830], [-1.362599, -0.239239, 0.138569], [2.414003, 0.286770, 0.630131], [-0.273566, -0.633025, 0.917662], [3.643553, 0.744083, 0.224867], [-1.485031, 1.220714, 0.053511], [-1.651921, -1.101535, -0.989535], [1.126881, -0.097160, -0.023173], [-0.500616, 1.651235, 0.023983], [2.534821, -0.126762, 1.607063], [-1.706498, -0.560156, -1.950713], [-2.295885, 1.557462, 0.680052], [-0.165539, -0.153804, 1.975587], [-0.225404, -1.768230, 0.976671], [-1.893459, 1.366341, -1.090994], [-0.917522, -1.920998, -0.932949], [-2.703726, -1.491724, -0.934550]], "forces_ev_per_a": [[-0.2, -0.9, 0.4], [0.5, 0.5, -0.7], [-0.3, 0.5, 1.0], [1.6, -0.3, 0.0], [2.9, 0.2, 0.6], [-2.6, 0.7, -0.7], [-2.0, -1.8, -4.7], [-1.4, -0.1, 0.0], [-0.7, -0.9, 1.0], [0.1, 0.8, 0.7], [-0.1, -0.1, 0.9], [0.9, -0.2, 0.3], [0.4, 0.7, 0.6], [-0.5, -0.8, -1.8], [0.2, 1.5, 0.2], [0.9, 0.2, 2.7], [-0.6, 0.2, -0.8], [0.8, -0.1, 0.3]], "e_lumo_ev": 0.451, "de_lowest_kj_mol": 345.3, "homo_energy_ev": -7.927, "gap_ev": 8.38, "smiles": "CN(C)CC(=O)C=C=O"}